Here is the ion C2HN3O5S with charge -2 from the Open Molecules 2025 dataset. Energies are from the ωB97M-V functional and the def2-TZVPD basis.

Structure (ORCA input):
```
! RIJCOSX wB97M-V def2-TZVPD def2/J DEFGRID3
* xyz -2 1
O 1.29293 -0.57873 -3.40528
C 1.08689 0.05301 -2.42447
N 1.17754 1.15479 -1.85040
C 0.82470 1.26955 -0.51852
O 0.87840 2.33073 0.10228
N 0.58362 0.06516 0.07881
N 0.47365 -1.06340 -0.71130
S -1.18499 -1.27892 -0.85472
O -1.40049 -2.57293 -1.51766
O -1.67132 -1.29180 0.55216
O -1.76469 -0.15432 -1.60272
H -0.11609 0.06077 0.82239
*
```

Output
Kohn-Sham gap = 6.86 eV
E = -1015.4987 hartree
HOMO energy = -0.00910 hartree

Here is a cluster of 8 separate species, C24H55N3O11 in total from the Open Molecules 2025 dataset. Energies are from the ωB97M-V functional and the def2-TZVPD basis.

Structure (ORCA input):
```
! RIJCOSX wB97M-V def2-TZVPD def2/J DEFGRID3
* xyz 0 1
C -1.90338 -2.06994 3.62139
O -2.22340 -2.74145 2.42301
C -1.08772 -3.09784 1.64055
C -0.61285 -1.92651 0.77753
C 0.50985 -1.08711 1.39509
C 0.56784 0.35206 0.82265
C 0.72674 1.37363 1.93428
C 0.95635 2.77864 1.35595
C 2.40562 2.96627 0.90287
O 2.57295 3.51025 -0.41187
C 2.15111 4.78481 -0.55466
O 2.57102 5.66459 0.12904
N 1.20549 5.05312 -1.56395
C -0.11275 5.42889 -0.99441
C -1.23058 5.42377 -2.02478
C -2.01011 4.14642 -2.07746
N -2.96883 4.09091 -3.15191
O -1.89259 3.26050 -1.27974
C 1.16766 4.10161 -2.65919
C 1.39885 4.61450 -3.93476
C 1.33120 3.75115 -5.02583
N 1.05784 2.45079 -4.94037
C 0.85541 1.97718 -3.70844
C 0.88730 2.74318 -2.54501
H -2.77366 -2.11350 4.26969
H -1.06365 -2.53882 4.13918
H -1.65757 -1.02571 3.41929
H -0.28665 -3.48233 2.27039
H -1.42504 -3.88685 0.97091
H -1.49267 -1.29578 0.64621
H -0.30618 -2.26484 -0.21088
H 0.44284 -1.07750 2.48018
H 1.45670 -1.57726 1.16950
H -0.35121 0.51783 0.26351
H 1.42876 0.38918 0.15664
H 1.59015 1.12393 2.55018
H -0.19548 1.41467 2.51107
H 0.24748 2.90200 0.53868
H 0.70701 3.54448 2.08934
H 2.87165 1.98793 0.87726
H 2.94060 3.54180 1.65513
H -0.41644 4.80081 -0.16069
H -0.01362 6.44450 -0.62178
H -1.94637 6.19242 -1.72664
H -0.89819 5.72255 -3.01352
H -2.68555 3.35339 -3.78884
H -3.85379 3.82711 -2.73406
H 1.60444 5.66694 -4.04840
H 1.49043 4.15533 -6.01760
H 0.62643 0.92258 -3.62135
H 0.70131 2.29886 -1.58507
C 1.32908 -6.30053 2.34106
O 1.64106 -4.94994 1.99973
H 0.26862 -6.34020 2.57619
H 1.53153 -6.97286 1.50478
H 1.89811 -6.62686 3.21402
H 2.57741 -4.90824 1.78965
C -3.48360 -1.86969 -1.60058
O -2.78161 -2.78163 -2.44718
H -3.02519 -0.89050 -1.71162
H -4.53584 -1.81138 -1.89190
H -3.40805 -2.18695 -0.55772
H -3.18943 -3.64553 -2.34430
C 5.66154 0.84107 2.89399
O 4.51981 0.50969 2.10072
H 5.33106 0.94374 3.92489
H 6.41144 0.04732 2.83780
H 6.10538 1.78043 2.56654
H 4.81842 0.42175 1.19151
C 7.15003 4.57365 3.74261
O 7.80774 3.39550 3.28158
H 6.59158 4.98600 2.90652
H 6.45451 4.34324 4.55402
H 7.87284 5.31712 4.08712
H 8.30255 3.03029 4.01971
C -0.10054 -9.05288 5.05353
O 0.54837 -9.33591 3.81749
H -0.58662 -8.08577 4.95478
H -0.85742 -9.80743 5.28203
H 0.61987 -9.00465 5.87424
H 0.97938 -10.19015 3.90181
C -4.35334 -2.46132 -6.07490
O -3.00483 -2.13315 -5.76058
H -4.57239 -2.07010 -7.06571
H -4.49596 -3.54705 -6.08225
H -5.03414 -2.01210 -5.34796
H -2.83167 -2.48419 -4.88052
C -7.61328 -0.98054 -2.71487
O -6.92410 -1.88410 -3.57415
H -7.14404 -0.00613 -2.82161
H -8.66660 -0.89899 -2.99416
H -7.54039 -1.29668 -1.67083
H -7.33603 -2.74744 -3.48384
*
```

Output
Kohn-Sham gap = 9.88 eV
E = -1939.2081 hartree
HOMO energy = -0.34181 hartree

Here is a cluster of 2 separate species, C4H10NO3 in total from the Open Molecules 2025 dataset. Energies are from the ωB97M-V functional and the def2-TZVPD basis.

Structure (ORCA input):
```
! RIJCOSX wB97M-V def2-TZVPD def2/J DEFGRID3
* xyz -1 1
C 0.28955 -0.61956 2.33832
C -0.86052 -0.32068 1.43204
N -0.61045 0.32849 0.28573
C 0.63860 0.95195 -0.13731
C 1.59304 0.03783 -0.97132
O 2.74680 0.60490 -1.23906
O -1.99432 -0.70201 1.71892
H 1.15542 0.02213 2.30802
H 0.61131 -1.63830 2.15771
H -0.04634 -0.52450 3.37154
H -1.38199 0.46720 -0.34462
H 0.39485 1.81748 -0.75787
H 1.22882 1.25857 0.72534
H 1.60473 -0.93903 -0.39286
H 0.95638 -0.28422 -1.88044
H -0.71974 -0.07592 -2.50120
H -1.77379 -1.12222 -2.15248
O -1.67066 -0.26293 -2.58893
*
```

Output
Kohn-Sham gap = 6.78 eV
E = -438.9064 hartree
HOMO energy = -0.11245 hartree
Energy above the lowest of the compared OMol25 structures with the same formula, charge and spin = 49.5 kcal/mol

Here is a structure of composition CBrN3O2 from the Open Molecules 2025 dataset. Energies are from the ωB97M-V functional and the def2-TZVPD basis.

Structure (ORCA input):
```
! RIJCOSX wB97M-V def2-TZVPD def2/J DEFGRID3
* xyz 0 1
C -0.13616 0.10205 -1.31733
N -0.33630 -0.32830 -2.35672
N 0.14098 0.59462 -0.09159
N 0.23025 0.00115 1.24885
O -0.24569 -1.08555 1.28788
O 0.86863 0.68679 1.91699
Br 0.09648 2.42246 -0.15423
*
```

Output
Kohn-Sham gap = 9.76 eV
E = -2926.6604 hartree
HOMO energy = -0.38891 hartree
Energy above the lowest of the compared OMol25 structures with the same formula, charge and spin = 7.6 kcal/mol